[1]
ORCA calculation (ωB97M-V/def2-TZVPD) on a structure of composition C3H6F12Li3N6O27S12 at a distorted geometry.

Geometry (Å):
Li (1.0682, 3.6955, -3.7886)
Li (5.1980, 1.8898, 0.5962)
Li (-1.8031, 3.8285, -2.3223)
N (0.0282, 1.6341, -1.8280)
S (0.5103, 1.3664, -0.2023)
O (1.9379, 1.1111, 0.0484)
O (-0.4770, 0.8201, 0.6883)
F (0.3689, 2.8977, 0.2769)
S (-0.2259, 0.1627, -2.0248)
O (-1.5116, -0.4180, -1.7931)
O (0.8678, -0.7354, -1.9379)
F (-0.2118, 0.2984, -3.6331)
N (-5.8509, -5.8930, 0.0306)
S (-6.3134, -4.2555, -0.4606)
O (-6.9238, -3.3703, 0.5712)
O (-6.5298, -3.9426, -1.9067)
F (-4.7773, -3.8854, -0.3696)
S (-6.9069, -6.5138, -0.8778)
O (-6.5069, -6.8562, -2.2546)
O (-8.2954, -6.2040, -0.6683)
F (-6.9092, -7.9262, -0.0577)
N (-1.2558, -6.8215, 1.2670)
S (-0.3594, -8.1624, 2.0225)
O (-0.5504, -8.2268, 3.4550)
O (0.8434, -8.7537, 1.4374)
F (-1.4095, -9.3728, 1.5372)
S (0.0463, -6.1070, 1.0426)
O (0.7198, -6.3228, -0.1976)
O (0.7805, -5.6530, 2.2136)
F (-0.6091, -4.6163, 0.5327)
N (6.9696, -3.6503, -0.3795)
S (5.5870, -3.8039, -1.0836)
O (5.4984, -3.9103, -2.5381)
O (4.4443, -3.3086, -0.3479)
F (5.5289, -5.3987, -0.7087)
S (7.0134, -2.0765, -1.1011)
O (6.0725, -0.9813, -0.6926)
O (7.5768, -2.1387, -2.4478)
F (8.2487, -1.5434, -0.2180)
N (-0.9067, 5.7233, -4.2581)
S (-1.1952, 7.2134, -4.1917)
O (-2.4724, 7.6011, -3.5869)
O (-0.4677, 8.1618, -5.0782)
F (-0.2664, 7.4289, -2.8766)
S (-1.7049, 5.7804, -5.7953)
O (-0.8356, 6.0257, -6.9360)
O (-3.1615, 5.9811, -5.7805)
F (-1.6868, 4.1620, -5.8179)
N (5.7883, 1.9616, 3.4018)
S (4.7798, 1.9472, 4.5032)
O (5.0241, 2.9891, 5.4946)
O (4.0707, 0.6831, 4.8257)
F (3.6585, 2.6630, 3.6207)
S (6.9780, 0.9467, 4.1887)
O (7.0388, -0.4556, 3.7725)
O (7.3130, 1.1965, 5.5893)
F (8.3660, 1.5275, 3.5418)
C (-5.0236, 2.4117, 1.5904)
O (-4.1017, 3.2304, 2.3004)
C (-3.4530, 4.2619, 1.7800)
O (-3.4313, 4.6198, 0.6125)
O (-2.8479, 4.9792, 2.7502)
C (-2.0716, 6.1227, 2.6068)
H (-4.6332, 1.7153, 0.8483)
H (-5.6901, 3.0091, 0.9682)
H (-5.4691, 1.7977, 2.3732)
H (-1.4966, 6.0667, 1.6825)
H (-1.3047, 6.3665, 3.3420)
H (-2.6797, 7.0264, 2.6487)

Calculated values
HOMO: -2.79 eV
HOMO-LUMO gap: 3.13 eV
F_max: 12.20 eV/A
Total charge: -3
Electronic energy: -8476.82902 hartree


[2]
ORCA calculation (ωB97M-V/def2-TZVPD) on a structure of composition C3H6F2N2 at a distorted geometry.

Geometry (Å):
C (0.7795, -0.4543, 1.3316)
C (1.3756, 0.5990, 0.5689)
C (-0.7955, 0.4426, 0.1260)
N (-0.5635, -0.5670, 0.9192)
N (0.3461, 1.2698, -0.0571)
F (2.1805, -0.0226, -0.8448)
F (-2.0958, 0.7934, -0.2127)
H (-1.8455, -1.5840, -2.4614)
H (1.1399, -1.3222, 1.9206)
H (2.2990, 1.1489, 0.6895)
H (-1.9930, -0.9652, -2.2931)
H (-1.2740, -1.1998, 1.1673)
H (0.4467, 1.8615, -0.8542)

Calculated values
HOMO: -7.62 eV
HOMO-LUMO gap: 8.24 eV
F_max: 4.92 eV/A
Electronic energy: -427.01833 hartree


[3]
ORCA calculation (ωB97M-V/def2-TZVPD) on an isolated molecule of C3H6F2O at a distorted geometry.

Geometry (Å):
C (0.5017, 1.6314, -0.6636)
O (0.6559, 0.2141, -0.5061)
C (-0.4031, -0.2145, 0.2011)
C (-0.1206, -1.7293, 0.5652)
F (-1.5002, -0.0959, -0.5976)
F (-0.6428, 0.4551, 1.3230)
H (1.5442, 2.1227, -0.6364)
H (-0.0888, 2.0186, 0.2838)
H (0.0745, 1.8853, -1.7098)
H (-0.9508, -2.1926, 0.9197)
H (0.7370, -1.8064, 1.1967)
H (0.1931, -2.2886, -0.3761)

Calculated values
HOMO: -11.20 eV
HOMO-LUMO gap: 12.22 eV
F_max: 4.70 eV/A
Electronic energy: -392.85698 hartree
Structure (SMILES): COC(C)(F)F


[4]
ORCA calculation (ωB97M-V/def2-TZVPD) on an isolated molecule of C3H6F2OS at a distorted geometry.

Geometry (Å):
C (0.4163, -1.0832, -1.5862)
S (0.2430, -0.6801, 0.0412)
C (-1.5310, -0.0444, 0.1989)
O (0.5163, -1.6609, 1.0216)
C (0.9752, 1.0360, 0.8116)
F (2.1167, 0.9324, 1.5102)
F (-0.0005, 1.5484, 1.6018)
H (1.1729, -1.8435, -1.8533)
H (0.4318, -0.2260, -2.2456)
H (-2.0377, 0.0261, 1.1565)
H (-1.3797, 0.8538, -0.2821)
H (-2.1145, -0.6777, -0.3348)
H (1.1911, 1.8189, -0.0398)

Calculated values
HOMO: -8.59 eV
HOMO-LUMO gap: 9.29 eV
F_max: 3.23 eV/A
Electronic energy: -790.90438 hartree
Structure (SMILES): C=[S@@](C)(=O)C(F)F


[5]
ORCA calculation (ωB97M-V/def2-TZVPD) on a cluster of 2 separate species, C3H6F2OS in total at a distorted geometry.

Geometry (Å):
C (-0.6797, 0.2227, -0.8921)
C (0.6241, 0.7801, -1.1769)
C (-0.5154, -0.5217, 1.1505)
O (-1.7953, -0.8074, 1.6019)
F (0.0739, 0.5038, 1.8573)
F (0.2860, -1.5844, 1.2994)
S (2.0334, -0.3353, -1.1831)
H (-0.9045, -0.7867, -1.2033)
H (-1.4511, 0.9853, -1.1343)
H (0.9243, 1.3789, -0.3533)
H (0.4932, 1.3240, -2.1583)
H (-1.8631, -1.3442, 2.4223)
H (2.7742, 0.1848, -0.2303)

Calculated values
HOMO: -9.17 eV
HOMO-LUMO gap: 9.79 eV
F_max: 4.16 eV/A
Electronic energy: -790.97649 hartree


[6]
ORCA calculation (ωB97M-V/def2-TZVPD) on a cluster of 2 separate species, C3H6F3NO in total at a distorted geometry.

Geometry (Å):
C (1.1476, -0.8749, -0.8255)
C (0.6921, 0.3304, -0.0423)
C (-1.8568, -0.2115, -0.1231)
N (0.8382, 0.3360, 1.3268)
O (0.5068, 1.4753, -0.6679)
F (-2.2754, 1.0653, 0.2221)
F (-2.0086, -0.9885, 1.0284)
F (-2.6030, -0.7630, -1.0660)
H (2.1345, -0.4426, -1.2722)
H (1.2400, -1.8337, -0.3040)
H (0.5486, -1.1820, -1.5872)
H (0.5754, 1.2474, 1.5969)
H (0.6134, -0.4377, 1.9105)
H (0.4472, 2.2792, -0.1965)

Calculated values
HOMO (spin up / spin down): -6.92 / -6.92 eV
HOMO-LUMO gap (spin up / spin down): 7.23 / 7.23 eV
F_max: 4.70 eV/A
Electronic energy: -547.39206 hartree